11
Properties=species:S:1:pos:R:3:forces:R:3 method="wB97M-V/def2-TZVPD" total_charge=-1 homo_ev=-2.432 orbital_gap_ha=0.233 energy_ev=-14059.0225
S 1.380443 1.454588 -1.284127 0.408 -1.343 0.093
H 1.710420 0.083953 -1.252722 -0.335 1.355 -0.048
C -0.225008 -1.749069 1.483241 1.242 -1.495 -1.966
C -0.778344 -0.550631 0.872264 -4.024 0.083 -1.534
C -2.044789 -0.471319 0.315939 0.136 0.774 0.072
H -0.779025 -2.667143 1.334554 -0.631 -0.043 0.201
H 0.743051 -1.979936 1.021106 0.240 0.177 0.214
H -0.044379 -1.562532 2.503833 0.155 0.067 1.415
H -0.126281 0.285121 0.870538 0.120 1.247 0.411
H -2.675098 0.491439 0.234243 1.856 -1.148 -0.375
H -2.626926 -1.298191 -0.194187 0.833 0.325 1.517